# 1
{"formula": "C9H21BrFNO4PS", "method": "ωB97M-V with the def2-TZVPD basis set", "multiplicity": 1, "gap_ev": 10.1, "total_charge": 1, "elements": ["O", "S", "O", "F", "O", "P", "O", "Br", "H", "C", "C", "C", "C", "N", "C", "C", "C", "C", "C", "H", "H", "H", "H", "H", "H", "H", "H", "H", "H", "H", "H", "H", "H", "H", "H", "H", "H", "H", "H"], "coordinates": [[-2.841709, -0.842180, 6.249917], [-1.760383, 0.097147, 5.661835], [-2.368039, 1.725773, 5.600202], [-3.323742, 1.708772, 4.663161], [-1.436628, -0.257918, 4.004548], [-0.209573, -1.504370, 3.921217], [0.434321, -1.603123, 5.539703], [-1.298369, -3.404302, 3.297233], [-0.056596, -2.265674, 6.109030], [-1.386205, -1.782694, -2.874230], [-0.741829, -0.609227, -3.596359], [0.775642, -0.547696, -3.436826], [1.361113, -0.383656, -2.026710], [1.015557, 0.921332, -1.271548], [-0.350293, 0.877347, -0.575579], [-0.081860, 0.153984, 0.724873], [1.226009, 0.754280, 1.184926], [2.008181, 1.085180, -0.079346], [1.121309, 2.135757, -2.183809], [-1.115798, -1.820673, -1.815877], [-2.476831, -1.705178, -2.935907], [-1.088596, -2.730032, -3.333289], [-1.201547, 0.331825, -3.283670], [-0.971300, -0.703493, -4.665893], [1.164898, 0.242510, -4.089475], [1.188606, -1.479815, -3.846690], [2.453398, -0.386713, -2.137931], [1.098350, -1.225969, -1.379487], [-0.662119, 1.912741, -0.388811], [-1.091834, 0.384689, -1.195649], [0.022684, -0.922557, 0.564265], [-0.883982, 0.305303, 1.453175], [1.780244, 0.072665, 1.839035], [1.040914, 1.671638, 1.755248], [2.863159, 0.419388, -0.227883], [2.362337, 2.121648, -0.057281], [0.335500, 2.080413, -2.940193], [2.114065, 2.133567, -2.642169], [0.980946, 3.039310, -1.583758]], "forces_ev_per_angstrom": [[3.503, 3.346, -2.975], [-2.590, -2.096, 3.013], [2.369, -2.047, 0.902], [-2.681, 0.556, -2.164], [0.071, -0.938, 2.028], [1.024, 0.848, 0.920], [-2.468, -1.381, -1.942], [0.125, 0.751, 0.865], [0.680, 0.942, -0.644], [-0.243, -0.018, -0.019], [-0.084, -0.068, -0.111], [-0.089, 0.276, -0.182], [0.058, 0.155, -0.286], [0.328, 0.377, 0.116], [0.075, -0.133, -0.086], [-0.291, -0.180, 0.042], [0.359, 0.140, 0.705], [-0.010, 0.029, -0.254], [-0.106, -0.596, 0.255], [-0.041, -0.051, 0.014], [0.179, -0.118, 0.045], [-0.019, 0.088, 0.111], [-0.023, 0.028, -0.020], [0.135, 0.115, 0.193], [0.054, -0.097, 0.134], [0.092, 0.131, 0.285], [-0.280, 0.124, 0.180], [-0.059, 0.298, 0.036], [0.184, -0.193, -0.126], [0.132, 0.073, -0.198], [-0.105, 0.042, -0.030], [0.064, -0.027, -0.210], [-0.080, 0.184, -0.152], [0.020, -0.167, -0.089], [-0.256, 0.167, -0.180], [-0.076, -0.298, -0.259], [0.208, -0.027, 0.093], [-0.224, 0.026, 0.039], [0.062, -0.264, -0.050]], "lowdin_charge": [-0.41, 1.01, -0.26, -0.09, -0.67, 0.56, -0.40, 0.26, 0.08, -0.10, -0.27, -0.18, -0.09, -0.22, -0.08, -0.18, -0.16, -0.07, 0.02, 0.06, 0.09, 0.09, 0.09, 0.12, 0.11, 0.13, 0.13, 0.13, 0.15, 0.11, 0.11, 0.11, 0.11, 0.13, 0.13, 0.13, 0.10, 0.12, 0.11]}

---

# 2
{"formula": "C10H14BHgN7O3", "method": "ωB97M-V with the def2-TZVPD basis set", "multiplicity": 1, "gap_ev": [6.2, 3.7], "e_above_lowest_kcal_mol": 81.9, "elements": ["H", "N", "B", "N", "C", "Hg", "H", "C", "H", "C", "H", "C", "H", "H", "H", "N", "N", "N", "N", "C", "C", "H", "H", "C", "C", "C", "C", "H", "H", "H", "H", "H", "O", "N", "O", "O"], "coordinates": [[-1.789036, -1.058350, -0.127278], [0.131144, -1.808259, 0.364443], [2.123592, -2.989773, 1.494639], [0.592256, -2.758618, 1.207608], [-0.452660, -3.297888, 1.870611], [1.027928, -0.589895, -1.360804], [-0.305771, -4.076469, 2.609258], [-1.608136, -2.698786, 1.404891], [-2.606516, -2.884639, 1.734395], [-1.211601, -1.757443, 0.461969], [2.276695, -4.106208, 1.917559], [-1.452479, 2.752155, -1.306161], [-2.311418, 2.173532, -1.640784], [-0.704586, 2.770351, -2.102086], [-0.975880, 2.282305, -0.432811], [2.471034, -1.900834, 2.552500], [3.026997, -2.739163, 0.252438], [1.511758, -1.671306, 3.501279], [2.774075, -2.016135, -0.878916], [3.539570, -1.085890, 2.761267], [4.220830, -3.371305, 0.120036], [4.389166, -1.059592, 2.094269], [4.538963, -4.088965, 0.875692], [3.276608, -0.324198, 3.891081], [4.753986, -3.032486, -1.110942], [2.003231, -0.738434, 4.330862], [3.816125, -2.182800, -1.721074], [3.926433, 0.422689, 4.322136], [5.682158, -3.388735, -1.509501], [1.451489, -0.430735, 5.217231], [3.870070, -1.736186, -2.710959], [-1.677608, 3.741855, -1.056176], [-4.069956, 3.589634, -3.063815], [-4.957897, 3.689245, -2.166615], [-6.145336, 3.355986, -2.417171], [-4.691927, 4.113030, -0.997949]], "forces_ev_per_angstrom": [[0.090, -0.109, 0.063], [-0.723, 0.385, -0.096], [-0.657, 1.108, 0.297], [-0.151, -0.210, -0.512], [0.364, 0.114, -0.579], [0.092, -0.093, 0.248], [0.030, 0.258, -0.147], [-0.360, 0.023, 0.224], [-0.291, -0.143, 0.116], [1.064, -0.605, 0.570], [0.065, 0.060, -0.143], [1.145, -1.625, -0.151], [-0.009, 0.150, 0.139], [-0.111, -0.049, -0.034], [-0.283, 0.012, -0.230], [-0.546, 0.733, 0.791], [0.445, -0.525, -0.877], [0.772, 0.150, 0.458], [0.932, -0.217, -0.173], [-0.565, -0.025, 0.243], [-0.741, 0.228, -0.341], [-0.072, -0.131, 0.042], [-0.012, 0.434, -0.249], [0.161, -0.113, -0.129], [-0.056, 0.031, -0.057], [0.210, -0.609, -0.855], [0.042, -0.624, 1.263], [-0.074, -0.069, -0.013], [0.160, -0.005, -0.150], [0.063, -0.052, -0.411], [-0.250, 0.026, 0.407], [-0.669, 1.448, 0.326], [-2.440, 0.371, 2.556], [0.869, 0.027, -0.331], [2.155, 0.648, 0.585], [-0.651, -1.004, -2.850]], "lowdin_charge": [0.09, -0.13, -0.51, -0.04, -0.08, 0.84, 0.13, -0.07, 0.09, -0.18, 0.11, -0.06, 0.01, 0.02, 0.01, -0.05, -0.03, 0.05, -0.12, -0.10, -0.08, 0.11, 0.13, -0.10, -0.07, -0.17, -0.16, 0.08, 0.09, 0.09, 0.10, -0.01, 0.15, -0.51, 0.19, 0.17]}

---

# 3
{"formula": "C2H6O3S", "method": "ωB97M-V with the def2-TZVPD basis set", "smiles": "OCSO.C=O", "multiplicity": 1, "gap_ev": 9.1, "e_above_lowest_kcal_mol": 56.4, "elements": ["O", "C", "S", "O", "H", "H", "H", "H", "C", "O", "H", "H"], "coordinates": [[-0.480157, 1.022972, 1.113124], [-1.536059, 0.276821, 0.715618], [-1.240188, -0.926675, -0.569592], [-0.409430, -2.016129, 0.279972], [0.219860, 0.498878, 1.676571], [-2.358596, 0.897680, 0.478009], [-1.936983, -0.351470, 1.553487], [0.199719, -2.459062, -0.321311], [1.887179, 0.717413, -1.214079], [2.130085, -0.418267, -0.932281], [0.946448, 1.184804, -1.766427], [2.578124, 1.573035, -1.013092]], "forces_ev_per_angstrom": [[3.620, 0.240, 1.999], [-0.496, -2.874, 1.540], [-1.324, 1.348, -1.730], [0.654, -1.213, 1.138], [-2.337, 1.213, -1.820], [-0.697, 0.766, -0.887], [0.318, 0.345, -0.343], [0.273, 0.240, 0.074], [-0.884, 2.005, -0.960], [-0.423, 0.151, -0.177], [1.098, -1.662, 0.886], [0.197, -0.559, 0.279]], "lowdin_charge": [-0.13, -0.60, 0.86, -0.47, 0.16, 0.07, 0.09, 0.04, -0.19, -0.02, 0.10, 0.08]}

---

# 4
{"formula": "C5H6INO", "method": "ωB97M-V with the def2-TZVPD basis set", "smiles": "CCC#CI.N=C=O", "multiplicity": 1, "gap_ev": 9.7, "e_above_lowest_kcal_mol": 51.7, "elements": ["C", "C", "C", "C", "I", "H", "H", "H", "H", "H", "N", "C", "O", "H"], "coordinates": [[0.586430, 0.411023, 2.295239], [-0.808168, -0.039044, 1.855700], [-0.643784, -1.282256, 1.228568], [-0.446624, -2.334498, 0.726538], [-0.308502, -4.077816, -0.237066], [1.284319, -0.223841, 1.813946], [0.729220, 0.089238, 3.373012], [0.971112, 1.466886, 2.244496], [-1.321211, 0.717514, 1.165202], [-1.450482, -0.065793, 2.727532], [-0.587129, -1.371647, -2.823670], [-1.187326, -2.313541, -3.254834], [-1.573589, -3.380665, -3.598924], [-0.841818, -0.435643, -2.750852]], "forces_ev_per_angstrom": [[0.992, 0.535, 2.393], [-0.601, 3.399, -0.161], [-0.795, -0.185, 0.005], [0.196, -2.020, -1.106], [0.078, 0.114, 0.171], [0.925, -0.231, -0.802], [-0.250, 0.548, -0.975], [-1.037, -0.874, -0.249], [0.787, -1.001, 0.685], [-0.282, -0.295, 0.099], [0.511, -0.713, -0.016], [-0.362, -2.733, -0.511], [0.292, 1.990, 0.360], [-0.455, 1.466, 0.107]], "lowdin_charge": [-0.11, -0.28, -0.24, -0.69, 0.93, 0.04, 0.09, 0.09, 0.14, 0.11, 0.20, -0.44, 0.10, 0.06]}

---

# 5
{"formula": "C3H7NO2", "method": "ωB97M-V with the def2-TZVPD basis set", "multiplicity": 1, "gap_ev": 10.1, "e_above_lowest_kcal_mol": 62.9, "elements": ["C", "N", "C", "O", "O", "C", "H", "H", "H", "H", "H", "H", "H"], "coordinates": [[0.264777, 0.972858, -1.965291], [0.863128, 0.010708, -1.073074], [0.408116, -0.356362, 0.090356], [1.199772, -1.244699, 0.583847], [-0.684388, 0.091209, 0.682097], [-0.953912, -0.463817, 1.974355], [-0.017130, 0.501600, -2.913288], [0.961404, 1.790732, -2.180388], [-0.637334, 1.399517, -1.512527], [1.693562, -0.925650, -0.563845], [-1.077320, -1.547167, 1.911055], [-1.882291, 0.001354, 2.304359], [-0.138384, -0.230283, 2.662343]], "forces_ev_per_angstrom": [[-0.098, 0.117, -0.073], [-0.096, -0.036, 0.161], [-0.054, 0.143, -0.222], [0.010, -0.060, 0.088], [0.185, -0.042, -0.172], [-0.084, -0.100, 0.272], [0.061, 0.076, 0.119], [-0.095, -0.139, 0.017], [0.110, -0.036, -0.077], [0.013, 0.007, 0.011], [0.037, 0.142, -0.023], [0.139, -0.043, -0.028], [-0.127, -0.030, -0.074]], "lowdin_charge": [-0.10, -0.01, -0.62, 0.02, 0.00, -0.04, 0.08, 0.08, 0.08, 0.23, 0.10, 0.09, 0.10]}

---

# 6
{"formula": "C8H13AuCl3F5GeNOSTe", "method": "ωB97M-V with the def2-TZVPD basis set", "multiplicity": 4, "s2": 3.778, "gap_ev": [9.0, 5.3], "e_above_lowest_kcal_mol": 86.1, "elements": ["Au", "C", "C", "C", "C", "C", "H", "H", "H", "H", "H", "H", "H", "H", "H", "H", "Cl", "Ge", "Cl", "Cl", "F", "Te", "F", "F", "F", "F", "O", "S", "C", "C", "N", "C", "H", "H", "H"], "coordinates": [[-1.971146, 0.092017, -1.598626], [3.152054, -1.413483, 0.808974], [1.819054, -0.669683, 0.975674], [1.135954, -1.187983, 2.244374], [2.077554, 0.828617, 1.122374], [0.883054, -1.015883, -0.178026], [3.744754, -1.278883, 1.710574], [3.721754, -1.019683, -0.028026], [2.983854, -2.477983, 0.663974], [1.754254, -0.983883, 3.112474], [0.985554, -2.263483, 2.179974], [0.178554, -0.700083, 2.392074], [2.598354, 1.007117, 2.059974], [1.141354, 1.378517, 1.155574], [2.698354, 1.216117, 0.317574], [0.044054, -1.620583, 0.157874], [-6.206946, -1.429083, 1.311174], [-5.136546, -0.894483, -0.529926], [-6.769046, -0.315983, -1.909026], [-2.814446, -2.003083, -1.834126], [-3.639946, 3.718917, -0.211726], [-2.635846, 2.050417, 0.309474], [-3.323246, -0.074483, 0.914374], [-1.519046, 3.514917, 1.093074], [-1.075746, 1.050617, 1.257574], [-4.353646, 1.371417, -0.899026], [-1.628746, 2.060017, -1.193326], [2.743854, -0.806283, -2.443226], [2.270954, 0.857117, -2.303126], [1.121954, 1.025417, -1.622926], [0.472854, -0.139483, -1.263926], [1.234554, -1.310283, -1.607526], [2.926754, 1.615417, -2.689426], [0.640854, 1.956617, -1.376126], [0.744054, -2.138483, -2.099026]], "forces_ev_per_angstrom": [[0.397, -0.783, -0.838], [-0.156, 0.181, 0.008], [0.309, 0.156, 0.179], [-0.023, 0.100, -0.080], [-0.010, 0.010, 0.002], [-0.045, -0.478, 0.765], [0.040, -0.029, 0.107], [0.094, -0.069, 0.021], [0.064, -0.172, -0.043], [0.149, 0.016, 0.111], [-0.062, -0.158, 0.037], [-0.209, 0.067, -0.004], [0.082, -0.014, 0.096], [-0.110, 0.111, 0.007], [0.069, 0.028, 0.070], [-0.017, -0.005, -0.213], [0.362, 0.152, -0.498], [0.316, 1.357, 0.326], [0.608, -0.270, 0.385], [-0.229, -0.473, -0.083], [0.513, -1.503, 0.583], [0.430, 2.477, 1.892], [-0.594, 0.550, -0.596], [-0.983, -1.178, -0.322], [-1.117, 0.443, -0.694], [0.258, -0.854, 0.592], [0.332, -0.039, -0.834], [-0.424, 0.070, -0.095], [-0.112, -0.583, 0.083], [0.218, 0.716, -0.429], [-0.599, 0.198, -0.250], [0.656, -0.368, -0.462], [-0.006, 0.244, 0.037], [-0.002, 0.122, 0.114], [-0.199, -0.019, 0.027]], "lowdin_charge": [0.60, -0.05, -0.54, -0.04, -0.03, -0.16, 0.09, 0.04, 0.09, 0.09, 0.09, 0.08, 0.10, 0.07, 0.07, 0.15, 0.09, 0.31, 0.08, -0.07, -0.46, 1.93, -0.63, -0.47, -0.50, -0.62, -0.73, 1.05, -0.31, -0.18, -0.07, -0.41, 0.09, 0.12, 0.12]}